# 1
Molecular formula: C2H4LiLuO2
Method: DFT, ωB97M-V with the def2-TZVPD basis set

Structure (XYZ):
```
10
Properties=species:S:1:pos:R:3:forces:R:3:mulliken_charge:R:1
C 0.854 -0.500 0.446 1.78 2.97 -0.74 0.027
C 0.976 0.469 -0.528 0.39 -0.87 2.16 -0.468
H -1.644 1.114 -2.102 -0.09 -0.08 -0.06 0.158
O -0.251 -0.558 1.215 -1.91 -1.27 3.12 -0.563
Li -1.658 -0.458 -0.046 0.23 0.61 -1.35 0.776
H 0.332 1.356 -0.446 -0.08 -0.89 -1.00 0.189
Lu -0.761 -1.404 3.291 0.69 0.98 -2.35 0.396
H 1.882 0.477 -1.139 -0.31 0.17 0.32 0.263
H 1.771 -0.758 1.002 -0.14 -1.21 -1.02 0.224
O -1.500 0.261 -1.693 -0.57 -0.41 0.91 -1.002
```
Forces are in eV/Å.

As for the charge: 0. The value obtained for the HOMO-LUMO gap is 0.228 hartree. The calculation puts the HOMO energy at -7.00 eV. For the total energy, the calculation gives -40055.772 eV.

---

# 2
Molecular formula: C2H4LiO2Sn
Method: DFT, ωB97M-V with the def2-TZVPD basis set

Structure (XYZ):
```
10
Properties=species:S:1:pos:R:3:forces:R:3:mulliken_charge:R:1
O -0.916 2.553 -0.549 0.81 -0.63 0.29 -1.005
H -1.275 2.872 -1.375 -0.02 0.03 0.08 0.156
H 0.660 -0.526 -1.503 -0.48 -0.11 0.13 0.151
O 0.626 -0.087 1.141 -0.48 0.25 -4.82 -0.496
H -0.377 -2.086 -1.343 0.25 0.28 0.18 0.225
H -0.290 -1.954 1.072 0.03 0.50 -0.01 0.244
C 0.128 -1.133 0.471 -0.96 -1.84 -2.13 0.544
Sn 1.009 0.116 2.908 1.22 0.67 5.70 0.227
C 0.112 -1.233 -0.872 0.49 0.08 1.09 -0.862
Li 0.323 1.479 0.051 -0.86 0.76 -0.49 0.816
```
Forces are in eV/Å.

Its multiplicity is 2. As for the charge: 0. The value obtained for the HOMO-LUMO gap (alpha / beta) is 0.216 / 0.239 hartree. The calculation puts the HOMO energy (alpha / beta) at -7.37 / -7.88 eV. For the total energy, the calculation gives -12268.292 eV. As for the expectation value of S²: 0.7534.